[1]
Computed, not measured: a cluster of 2 separate species, C5H14O in total at a distorted geometry, with the ωB97M-V functional and the def2-TZVPD basis.

The geometry in XYZ format:
```
20
Properties=species:S:1:pos:R:3:forces:R:3
C 1.7943 -1.3488 0.3400 1.63 -0.12 -3.19
C 1.1315 -0.8912 -0.9295 -2.65 2.22 0.06
O 3.1810 -1.1540 0.2796 0.06 1.16 -0.47
H 1.4022 -0.7443 1.1427 -0.31 0.14 1.51
H 1.7795 -2.4361 0.4462 -0.62 -0.24 1.10
H 1.6581 -0.3078 -1.6920 0.68 -0.23 0.41
H 3.3841 -0.4802 -0.4548 -0.02 -0.79 0.97
H 0.1899 -0.2426 -0.7512 1.72 -1.09 0.08
H 0.6969 -1.7248 -1.4174 -0.20 -1.22 -0.61
C -1.3842 1.0777 0.2572 -0.02 0.25 2.79
C -2.0491 0.4548 -0.8826 0.50 -1.09 -3.59
C -2.5097 1.7725 1.1264 2.29 2.90 -1.01
H -0.8702 0.3420 0.9218 -0.53 0.11 -0.14
H -0.5143 1.6182 -0.1494 -0.64 0.93 0.69
H -1.8529 -0.6480 -0.9663 0.10 0.95 -0.43
H -3.0843 1.0737 1.6409 -0.63 -1.48 1.03
H -1.6852 1.0691 -1.8034 -0.82 -1.67 1.00
H -3.1210 0.4994 -0.9234 -0.53 0.29 0.36
H -2.0909 2.5514 1.8452 -0.63 -1.07 -0.83
H -3.2369 2.2716 0.4546 0.62 0.03 0.28
```
Forces are in eV/Å.

Computed properties:
E_LUMO (spin up / spin down)   -3.87 / -10.38 eV
Spin multiplicity   2
E   -273.69122 a.u.
Strongest force on any atom   3.829 eV Å⁻¹
Net charge   +1

***

[2]
Computed, not measured: a cluster of 3 separate species, C5H14O2 in total at a distorted geometry, with the ωB97M-V functional and the def2-TZVPD basis.

The geometry in XYZ format:
```
21
Properties=species:S:1:pos:R:3:forces:R:3
C 1.5243 0.4044 -1.8051 1.49 0.76 1.91
C 0.3951 1.0094 -1.0037 -0.40 0.07 -0.90
C -0.4362 0.2840 -0.2102 1.59 -0.54 -0.79
C -1.8633 0.0369 -0.4508 -2.77 2.08 0.43
C -2.4149 -1.3346 -0.1241 0.80 -1.30 1.16
H 1.8006 -0.5589 -1.3750 0.01 -0.28 -0.31
H 2.4120 1.0420 -1.7619 0.24 -0.01 -0.15
H 1.3022 0.3040 -2.8725 -0.49 -0.13 0.34
H 0.1863 2.0376 -1.3179 -1.08 -0.53 -0.77
H 0.0381 -0.2554 0.6179 -0.04 -1.11 -0.88
H -2.4419 0.7388 0.1878 -0.13 -0.22 -0.11
H -2.2173 0.2871 -1.4681 0.76 0.11 0.27
H -3.5007 -1.4322 -0.1159 0.02 0.40 -0.48
H -2.1458 -1.5658 0.9032 0.06 0.01 0.42
H -1.9879 -2.2041 -0.6514 -0.09 0.60 -0.42
O 0.4056 1.2782 2.3913 0.30 0.75 0.34
H 0.6617 2.2149 2.4178 -0.35 -0.35 -0.04
H 1.2598 0.8360 2.4321 0.12 -0.43 0.01
O 2.5755 -0.8578 1.7438 -0.93 -0.33 -1.66
H 2.0671 -1.6784 1.6438 0.21 -0.23 1.00
H 2.3800 -0.5859 0.8186 0.68 0.68 0.64
```
Forces are in eV/Å.

Computed properties:
E_LUMO   0.66 eV
Spin multiplicity   1
E   -349.27777 a.u.
Strongest force on any atom   3.486 eV Å⁻¹
SMILES   C/C=C/CC.O.O